Entry 1:
Entry from OMol25: a cluster of 2 separate species, CH4IN3 in total in a non-equilibrium geometry (ωB97M-V with the def2-TZVPD basis set).

Its frontier orbital gap (alpha / beta) is 0.323 / 0.261 hartree. The LUMO energy (alpha / beta) is 0.2 / -0.5 eV. The spin multiplicity is 1.

XYZ file:
```
9
CH4IN3 | OMol25 | ωB97M-V with the def2-TZVPD basis set
I 2.9994 0.0624 -0.1168
N -0.5516 1.0533 -0.7765
N 0.4177 1.6442 -0.5472
N 1.4878 0.3873 1.1219
C -1.1294 -0.1504 -0.2862
H -0.5719 -0.6935 0.5156
H -1.2440 -0.8388 -1.1886
H 1.7395 1.1552 1.7111
H -2.1003 0.1992 0.3283
```

How is the electron density shared among the atoms? According to Löwdin, the charges in e are:
1. I 0.6164
2. N -0.1504
3. N 0.0810
4. N -0.5924
5. C -0.1365
6. H 0.0530
7. H 0.1020
8. H -0.1045
9. H 0.1313

Entry 2:
Entry from OMol25: a structure of composition C16H31NP2SeV in a non-equilibrium geometry (ωB97M-V with the def2-TZVPD basis set).

Its frontier orbital gap (alpha / beta) is 0.187 / 0.195 hartree. The LUMO energy (alpha / beta) is 0.0 / 0.0 eV. The spin multiplicity is 4.

XYZ file:
```
52
C16H31NP2SeV | OMol25 | ωB97M-V with the def2-TZVPD basis set
Se 0.3479 -2.8202 4.6493
V 1.3355 -0.5236 0.1306
P -1.2630 1.5845 2.1234
P -0.7974 -3.0481 0.8808
N 1.2797 -1.1594 2.4114
C 0.0894 2.0322 -1.3779
C 1.3761 1.8117 -1.0336
C -0.7174 0.4634 0.6755
C -1.1572 0.9027 3.8231
C -2.9481 1.9416 1.7462
C -0.1140 2.9196 2.0188
C 0.9021 -1.7957 3.3574
C -1.1476 -0.9639 0.4822
C 0.2211 0.2071 -3.1429
C 1.9794 -0.8299 -1.6304
C 0.8471 -3.1837 -0.0643
C -1.6692 -4.0914 -0.4054
C 0.6317 -0.7010 -2.0282
C -0.4961 1.4983 -2.6787
C 3.0149 0.2286 -2.0789
C 2.4140 1.6253 -2.0831
H 1.7761 1.9672 -0.0222
H 1.0556 0.4604 -3.8126
H 3.8646 0.1539 -1.3719
H -0.0524 -1.5150 -1.8378
H -0.4767 -0.3315 -3.7998
H 1.2566 -3.9798 0.5695
H -1.5979 1.3173 -2.6135
H -3.4892 1.0170 1.5227
H -1.1823 0.9814 -0.1742
H -0.2555 3.6000 2.8490
H -2.9873 2.6101 0.8783
H -1.2916 -1.1102 -0.6051
H -1.9784 0.1562 3.9950
H -0.3752 2.2598 -3.4881
H -1.7079 -5.1514 -0.0957
H -2.7088 -3.8530 -0.6920
H 0.5410 -3.5891 -1.0185
H -0.2400 3.4614 1.0915
H 0.3965 0.7938 0.6449
H 2.4815 -1.8108 -1.4867
H 3.4170 0.0045 -3.0921
H -0.1560 0.4501 3.8606
H 3.2281 2.3297 -1.9102
H -3.4057 2.4139 2.6189
H -1.1497 1.6231 4.6962
H 1.7278 -2.5520 -0.1919
H -0.5802 2.7930 -0.9321
H -1.0856 -4.0830 -1.3412
H 0.9105 2.5672 2.0557
H 2.0477 1.9022 -3.0777
H -2.1111 -0.9846 1.0056
```

How is the electron density shared among the atoms? According to Löwdin, the charges in e are:
1. Se 0.4653
2. V 0.5084
3. P 0.8999
4. P 0.9713
5. N -0.0281
6. C -0.2181
7. C -0.2187
8. C -0.3909
9. C -0.1777
10. C -0.1861
11. C -0.1769
12. C -1.0684
13. C -0.3582
14. C -0.2065
15. C -0.3997
16. C -0.3228
17. C -0.3232
18. C -0.2336
19. C -0.1847
20. C -0.1903
21. C -0.2128
22. H 0.0865
23. H 0.0996
24. H 0.1065
25. H 0.0632
26. H 0.1067
27. H 0.0408
28. H 0.1083
29. H 0.0703
30. H 0.0681
31. H 0.0650
32. H 0.0711
33. H 0.0435
34. H 0.0769
35. H 0.1127
36. H 0.0422
37. H 0.0382
38. H 0.0137
39. H 0.0539
40. H -0.0058
41. H 0.0922
42. H 0.1120
43. H 0.0173
44. H 0.1114
45. H 0.0650
46. H 0.0819
47. H -0.0043
48. H 0.0896
49. H 0.0178
50. H 0.0696
51. H 0.1044
52. H 0.0332

Entry 3:
Entry from OMol25: a cluster of 2 separate species, C5H6N2O3 in total in a non-equilibrium geometry (ωB97M-V with the def2-TZVPD basis set).

Its frontier orbital gap is 0.321 hartree. The LUMO energy is 0.2 eV. The spin multiplicity is 1.

XYZ file:
```
16
C5H6N2O3 | OMol25 | ωB97M-V with the def2-TZVPD basis set
O -2.5315 1.8173 0.2138
O -0.2380 1.6469 0.4722
O 1.2063 0.6843 -1.3414
N -0.0332 -0.7622 0.0167
N -3.2848 -1.8005 0.3941
C -1.3993 1.4348 0.3105
C -1.3029 -0.4430 -0.5326
C 2.2369 -0.1305 0.6816
C 1.0854 -0.0662 -0.2338
C -2.3738 -1.2653 -0.0610
H 2.0740 0.7022 1.3818
H 0.0460 -1.2861 0.8648
H -1.5158 -0.4367 -1.6317
H 3.2111 0.2851 0.1096
H 0.3168 0.6980 -1.7757
H 2.5029 -1.0781 1.1310
```

How is the electron density shared among the atoms? According to Löwdin, the charges in e are:
1. O 0.1022
2. O 0.0688
3. O 0.1215
4. N 0.0887
5. N 0.1432
6. C -0.5001
7. C -0.1895
8. C 0.0192
9. C -0.3811
10. C -0.2564
11. H 0.1026
12. H 0.1636
13. H 0.1414
14. H 0.1521
15. H 0.1352
16. H 0.0885

Entry 4:
Entry from OMol25: a cluster of 4 separate species, C7H15Cl6NO2 in total in a non-equilibrium geometry (ωB97M-V with the def2-TZVPD basis set).

As for the charge: +1. Its frontier orbital gap (alpha / beta) is 0.343 / 0.066 hartree. The LUMO energy (alpha / beta) is -3.3 / -10.8 eV. The spin multiplicity is 2.

XYZ file:
```
31
C7H15Cl6NO2 | OMol25 | ωB97M-V with the def2-TZVPD basis set
Cl 0.5312 -0.8318 -1.7204
Cl -3.2450 -1.6835 4.7964
Cl 0.0523 -2.8089 1.0322
Cl 0.0492 -1.9307 4.8977
Cl 4.9228 1.4281 -3.5080
Cl 2.5187 3.9950 -2.8935
O -2.3665 1.1696 0.7127
O -2.2427 2.0773 -1.2397
N -1.7731 1.7306 -0.1900
C 3.4619 1.4076 -2.4774
C -0.7946 -0.7514 3.8735
C 2.2795 2.2321 -3.0558
C -0.3373 -2.3840 -1.6564
C -0.3498 2.1381 0.1016
C -1.0620 -2.8139 -0.3289
C -2.1374 -1.3021 3.4222
H 0.4958 -3.0324 -1.9278
H -2.0822 -2.2448 2.8779
H -2.5703 -0.5847 2.7251
H -1.4876 -3.8171 -0.3525
H 2.0624 1.9404 -4.0834
H 0.1673 1.1905 0.2526
H -0.1499 -0.6167 3.0050
H -1.0932 -2.3413 -2.4406
H 3.6485 1.8990 -1.5225
H 0.0628 2.6336 -0.7772
H 3.1364 0.3937 -2.2445
H -0.8627 0.2005 4.4001
H 1.3394 2.1047 -2.5191
H -0.3117 2.6872 1.0424
H -1.8621 -2.0847 -0.2017
```

How is the electron density shared among the atoms? According to Löwdin, the charges in e are:
1. Cl 0.5976
2. Cl 0.8547
3. Cl 0.6170
4. Cl 0.7945
5. Cl 0.5580
6. Cl 0.5470
7. O 0.0177
8. O 0.1085
9. N -0.4470
10. C -0.6665
11. C -0.5883
12. C -0.6638
13. C -0.6140
14. C 0.0371
15. C -0.6033
16. C -0.5725
17. H 0.0618
18. H 0.0623
19. H 0.0889
20. H 0.0789
21. H 0.0745
22. H 0.0511
23. H 0.0712
24. H 0.0778
25. H 0.0580
26. H 0.0825
27. H 0.0330
28. H 0.0967
29. H 0.0140
30. H 0.1030
31. H 0.0694

Entry 5:
Entry from OMol25: a cluster of 2 separate species, C4H14NO in total in a non-equilibrium geometry (ωB97M-V with the def2-TZVPD basis set).

As for the charge: +1. Its frontier orbital gap is 0.407 hartree. The LUMO energy is -3.5 eV. The spin multiplicity is 1.

XYZ file:
```
20
C4H14NO | OMol25 | ωB97M-V with the def2-TZVPD basis set
O -0.4518 1.1321 -3.2588
N -1.3782 0.1386 -0.6040
C 1.5672 0.2103 2.1177
C -0.0062 0.4826 0.0105
C 0.3591 -0.2375 1.3264
C 0.2758 -1.7905 1.1420
H -1.5457 -0.8246 -0.3276
H 1.1254 1.0552 2.7874
H 1.3234 -2.2353 1.4445
H -1.2095 1.1808 -3.8801
H 0.1685 0.3694 -3.5205
H -0.1448 1.5523 0.0253
H -1.2396 0.1274 -1.6364
H -0.6033 -2.2045 1.8785
H -2.0883 0.7097 -0.0688
H 1.8394 -0.6214 2.7947
H -0.5217 -0.1377 2.0862
H 0.8176 0.3537 -0.7189
H -0.2001 -2.0113 0.2255
H 2.3651 0.6699 1.6293
```

How is the electron density shared among the atoms? According to Löwdin, the charges in e are:
1. O -0.0855
2. N 0.1814
3. C -0.0635
4. C -0.1248
5. C -0.4394
6. C -0.0718
7. H 0.1256
8. H 0.1213
9. H 0.1249
10. H 0.0746
11. H 0.1056
12. H 0.1250
13. H 0.1286
14. H 0.1359
15. H 0.2024
16. H 0.0937
17. H 0.1477
18. H 0.1417
19. H 0.0197
20. H 0.0569

Entry 6:
Entry from OMol25: a cluster of 2 separate species, CH6OSi in total in a non-equilibrium geometry (ωB97M-V with the def2-TZVPD basis set).

Its frontier orbital gap is 0.402 hartree. The LUMO energy is 0.9 eV. The spin multiplicity is 1.

XYZ file:
```
9
CH6OSi | OMol25 | ωB97M-V with the def2-TZVPD basis set
Si -1.4056 0.1575 -0.0684
O 0.0496 -0.5731 -0.3773
C 1.3153 -0.1913 0.0926
H -1.4197 1.6107 -0.0995
H 2.3610 -0.3557 -0.9978
H 1.2944 0.8878 0.3936
H 1.6298 -0.8803 0.8783
H -1.7357 -0.0956 1.2805
H -2.0891 -0.5600 -1.1020
```

How is the electron density shared among the atoms? According to Löwdin, the charges in e are:
1. Si 0.5805
2. O -0.4543
3. C -0.2011
4. H -0.0721
5. H 0.1803
6. H 0.0572
7. H 0.0496
8. H -0.0845
9. H -0.0556

Entry 7:
Entry from OMol25: the molecule C5H6O (ωB97M-V with the def2-TZVPD basis set).

Its frontier orbital gap is 0.336 hartree. The LUMO energy is 0.8 eV. The spin multiplicity is 1.

XYZ file:
```
12
C5H6O | OMol25 | ωB97M-V with the def2-TZVPD basis set
O -1.4384 -1.2991 -1.0364
C 2.3759 0.4972 1.3248
C 0.6936 -0.6366 -0.3401
C 1.5968 0.0476 0.5192
C -1.3255 0.8829 -0.0876
C -0.6220 -0.3813 -0.4616
H -2.3931 0.7099 0.0686
H 3.0620 0.8731 2.0486
H 1.0887 -1.4932 -0.8868
H -0.8861 1.3230 0.8115
H -1.2134 1.6057 -0.9049
H -0.9383 -2.1291 -1.0553
```

How is the electron density shared among the atoms? According to Löwdin, the charges in e are:
1. O 0.0479
2. C 0.1034
3. C -0.1027
4. C -0.1628
5. C -0.0103
6. C -0.3838
7. H 0.0847
8. H 0.0195
9. H 0.1120
10. H 0.0856
11. H 0.0959
12. H 0.1106

Entry 8:
Entry from OMol25: a structure of composition C3H4AgO2 in a non-equilibrium geometry (ωB97M-V with the def2-TZVPD basis set).

As for the charge: +1. Its frontier orbital gap (alpha / beta) is 0.244 / 0.244 hartree. The LUMO energy (alpha / beta) is -5.9 / -5.9 eV. The spin multiplicity is 1.

XYZ file:
```
10
C3H4AgO2 | OMol25 | ωB97M-V with the def2-TZVPD basis set
Ag 1.7122 3.2552 -1.3854
O 0.6396 1.4331 -0.5983
O -1.8757 -0.2661 0.3366
C -0.6177 -0.5621 0.6341
C 0.4727 0.6759 0.3442
C 0.1837 -1.2447 -0.2625
H -2.4607 -0.9438 0.7035
H -0.2083 -1.6226 -1.2096
H 1.1445 -1.5842 0.1416
H 1.0099 0.8593 1.2959
```

How is the electron density shared among the atoms? According to Löwdin, the charges in e are:
1. Ag 0.9001
2. O -0.0906
3. O 0.0531
4. C -0.2650
5. C -0.1934
6. C 0.1085
7. H 0.1355
8. H 0.1139
9. H 0.1062
10. H 0.1317

Entry 9:
Entry from OMol25: the molecule CH6N2O2SSi in a non-equilibrium geometry (ωB97M-V with the def2-TZVPD basis set).

Its frontier orbital gap (alpha / beta) is 0.209 / 0.228 hartree. The LUMO energy (alpha / beta) is 0.6 / -3.4 eV. The spin multiplicity is 3.

XYZ file:
```
13
CH6N2O2SSi | OMol25 | ωB97M-V with the def2-TZVPD basis set
S 0.9453 0.8889 -1.1129
Si 0.0847 -2.1967 -0.7284
O 0.5370 -0.6812 -1.1902
O 2.1312 0.9881 -0.3010
N -0.1954 0.8013 1.3508
N -1.1547 2.3201 -0.2231
C -0.3825 1.3425 0.1199
H -0.9661 -2.2054 0.2345
H -0.5067 -2.5662 -2.0574
H -0.5675 1.4358 2.1091
H 0.4718 0.1258 1.5004
H -1.7601 2.7139 0.5538
H 1.3630 -2.9669 -0.2556
```

How is the electron density shared among the atoms? According to Löwdin, the charges in e are:
1. S 0.9263
2. Si 0.5343
3. O -0.6303
4. O -0.3673
5. N 0.0850
6. N 0.0278
7. C -0.6522
8. H -0.0888
9. H -0.0511
10. H 0.1370
11. H 0.0473
12. H 0.0718
13. H -0.0397

Among the records above, which one has the highest spin multiplicity?
C16H31NP2SeV

Which of these has the highest spin multiplicity?
C16H31NP2SeV